{"formula": "C14H16ClF3MnN2O5S", "method": "ωB97M-V/def2-TZVPD", "total_charge": -1, "gap_ev": [6.61, 7.77], "multiplicity": 5, "molar_mass_g_mol": 471.743, "de_lowest_kcal_mol": 0.00, "e_homo_ev": [-4.4, -5.6], "elements": ["Mn", "Cl", "C", "C", "C", "C", "O", "C", "C", "O", "C", "H", "H", "H", "H", "C", "S", "O", "O", "O", "H", "H", "H", "F", "C", "C", "C", "C", "N", "N", "C", "H", "H", "H", "H", "H", "H", "H", "H", "F", "C", "F", "H"], "coordinates": [[1.0821, -0.0374, -0.3702], [-0.9127, 2.4132, 6.1748], [-0.4552, 1.5401, 4.7313], [-0.1026, 0.1916, 4.8360], [0.2384, -0.5071, 3.6991], [0.2435, 0.1074, 2.4325], [0.5191, -0.5752, 1.3895], [-0.0723, 1.5089, 2.3529], [0.0351, 2.2159, 1.1395], [0.3790, 1.7528, 0.0403], [-0.4443, 2.1936, 3.5317], [-0.0934, -0.2971, 5.8003], [0.5168, -1.5504, 3.7583], [-0.1780, 3.2915, 1.1487], [-0.7175, 3.2399, 3.4699], [3.2420, -0.9082, -3.4229], [2.5830, 0.7452, -3.2040], [3.6567, 1.5719, -2.6948], [2.0277, 1.1518, -4.4796], [1.4958, 0.5538, -2.1938], [4.2937, -0.8045, -3.6786], [2.6809, -1.3774, -4.2262], [3.1138, -1.4426, -2.4828], [1.4827, -1.7764, -0.7740], [-3.6206, -3.0725, -0.3001], [-2.8307, -1.9010, -0.7767], [-3.1711, -0.8309, -1.5781], [-2.0028, -0.0455, -1.6865], [-1.0313, -0.6096, -0.9900], [-1.5370, -1.7217, -0.4553], [-1.7755, 1.2273, -2.4308], [-4.6286, -3.0331, -0.7066], [-3.6878, -3.0798, 0.7895], [-3.1562, -4.0083, -0.6160], [-4.1292, -0.6377, -2.0320], [-0.9303, -2.2834, 0.1227], [-2.6610, 1.5064, -2.9993], [-0.9206, 1.1227, -3.1000], [-1.5250, 2.0241, -1.7303], [2.9984, 0.7185, 1.6006], [2.9058, 0.5013, 0.2262], [3.8203, -0.4882, -0.0545], [3.2689, 1.4100, -0.2609]], "forces_ev_per_a": [[0.24, -0.75, -1.20], [-0.03, 0.02, 0.14], [-0.18, 0.54, 0.05], [0.21, -0.45, -0.70], [-0.17, 0.03, 1.17], [0.09, 0.22, -1.19], [-0.75, -0.47, 2.16], [-0.11, -0.58, 1.07], [0.21, 0.17, -0.89], [-0.69, 1.63, 0.68], [0.12, -0.14, -0.20], [-0.04, 0.04, 0.05], [0.02, -0.01, -0.07], [-0.12, 0.15, 0.24], [0.04, 0.03, 0.06], [-0.06, 0.35, 0.16], [-0.18, -0.33, -0.14], [0.05, 0.04, 0.14], [0.00, 0.02, 0.02], [0.24, 0.71, -1.36], [-0.01, -0.05, -0.08], [0.00, -0.08, 0.04], [0.01, -0.03, -0.03], [0.26, -1.51, -0.21], [0.12, 0.02, 0.04], [0.04, 0.04, -0.06], [-0.03, 0.04, -0.06], [-0.10, -0.13, 0.04], [0.31, 0.44, -0.07], [-0.12, -0.12, 0.11], [0.12, -0.05, 0.06], [-0.01, 0.00, 0.00], [-0.03, -0.02, -0.01], [-0.04, -0.01, 0.00], [0.00, -0.03, 0.01], [0.13, 0.02, -0.04], [-0.01, 0.00, 0.00], [-0.02, 0.02, -0.02], [-0.04, 0.06, -0.05], [-0.12, 0.00, -0.22], [0.99, -0.10, 0.35], [-0.18, 0.23, 0.11], [-0.17, 0.02, -0.09]], "mulliken_spin": [4.071, 0.000, 0.003, 0.007, 0.005, 0.003, 0.039, 0.010, 0.033, 0.011, 0.005, 0.001, 0.000, 0.003, 0.000, 0.002, 0.009, 0.004, 0.004, 0.037, 0.000, 0.000, 0.000, 0.087, 0.000, 0.002, 0.002, -0.007, -0.012, 0.001, 0.003, 0.000, 0.000, 0.000, 0.000, -0.002, 0.000, -0.001, 0.000, -0.010, -0.296, -0.006, -0.007]}